{
  "formula": "C2H3BrCl2",
  "method": "wB97M-V/def2-TZVPD",
  "e_homo_ev": -10.6,
  "de_lowest_kj_mol": 43.5,
  "charge": 0,
  "symbols": ["C", "C", "Cl", "Cl", "Br", "H", "H", "H"],
  "coordinates": [[0.877, -0.185, -0.007], [-0.626, 0.132, -0.015], [-0.934, 0.774, 1.556], [-1.187, 1.466, -1.448], [-1.849, -1.379, -0.185], [1.157, -0.804, -0.894], [1.442, 0.768, 0.185], [1.119, -0.772, 0.807]],
  "forces_ev_per_a": [[-0.4, 1.2, -2.7], [-0.2, 0.6, -0.8], [-0.5, 1.1, 0.6], [1.1, -1.8, 2.0], [0.6, 0.1, -0.5], [0.0, 1.1, 0.4], [-0.5, -0.9, -0.9], [0.0, -1.4, 1.9]],
  "nbo_charge": [-0.681, -0.074, 0.043, -0.109, 0.098, 0.238, 0.249, 0.236]
}



{
  "formula": "C11H27CoI2OP2",
  "method": "wB97M-V/def2-TZVPD",
  "e_homo_ev": [-15.4, -15.0],
  "s_squared": 6.038,
  "multiplicity": 5,
  "de_lowest_kj_mol": 0.0,
  "charge": 2,
  "symbols": ["I", "I", "Co", "P", "C", "C", "H", "H", "H", "H", "H", "H", "C", "H", "H", "H", "P", "C", "C", "H", "H", "H", "C", "H", "H", "H", "H", "H", "H", "C", "O", "C", "C", "C", "C", "H", "H", "H", "H", "H", "H", "H", "H", "H"],
  "coordinates": [[0.127, -4.361, -2.523], [2.198, -1.343, 0.727], [0.243, 0.021, 0.177], [1.367, 0.895, -1.575], [1.674, -0.327, -2.855], [0.353, 2.178, -2.375], [1.000, 2.821, -2.985], [3.189, 2.260, -2.344], [-0.112, 2.794, -1.601], [2.691, 2.766, -0.694], [0.700, -0.731, -3.182], [-0.427, 1.699, -2.966], [2.904, 1.895, -1.345], [2.196, 0.152, -3.700], [3.705, 1.290, -0.916], [2.271, -1.144, -2.437], [-1.001, -1.030, 1.817], [-1.151, -2.808, 1.568], [-0.666, -0.705, 3.583], [-2.744, 0.671, 1.859], [-3.277, -0.840, 2.611], [-3.169, -0.715, 0.832], [-2.712, -0.422, 1.775], [-0.648, 0.371, 3.791], [-1.455, -1.161, 4.189], [-1.748, -3.279, 2.361], [-0.163, -3.272, 1.541], [0.290, -1.131, 3.882], [-1.637, -2.989, 0.602], [-1.133, -0.253, -0.871], [-2.001, -0.436, -1.615], [-1.644, 2.910, 2.677], [-1.115, 2.601, 1.256], [-1.103, 3.909, 0.474], [0.260, 1.846, 1.157], [-0.940, 3.540, 3.247], [-1.874, 1.992, 3.232], [-2.592, 3.466, 2.561], [-1.824, 1.923, 0.763], [-0.458, 4.694, 0.878], [-0.833, 3.754, -0.565], [-2.130, 4.305, 0.450], [0.991, 2.426, 0.570], [0.682, 1.765, 2.182]],
  "forces_ev_per_a": [[0.0, 0.1, 0.1], [0.1, -0.1, 0.1], [1.3, 0.4, 1.8], [0.3, 1.5, -0.7], [-0.1, -0.2, -0.1], [-0.1, -0.2, 0.3], [-0.3, -0.3, 0.0], [-0.1, -0.2, 0.3], [0.2, -0.2, -0.4], [0.2, -0.5, -0.3], [0.5, 0.1, 0.0], [0.0, 0.2, -0.1], [-0.3, -0.4, 0.4], [-0.2, -0.2, 0.3], [0.0, 0.2, 0.0], [0.0, 0.1, -0.3], [-1.1, 0.8, 1.0], [0.1, -0.3, -0.2], [0.7, -0.1, -0.1], [0.0, -0.4, 0.0], [0.1, -0.1, -0.1], [-0.3, 0.0, 0.0], [-0.1, 0.2, -0.3], [0.0, -0.3, -0.2], [0.0, 0.0, -0.2], [0.1, 0.3, -0.1], [-0.1, -0.1, 0.0], [0.1, 0.0, 0.1], [0.1, 0.0, 0.2], [-4.2, -1.6, -4.3], [2.6, 0.8, 2.5], [0.1, -0.4, -0.2], [0.5, -0.6, -0.2], [-0.5, 0.2, -0.5], [0.3, 2.3, 2.0], [-0.3, -0.3, -0.2], [0.1, 0.3, 0.1], [0.4, -0.2, 0.1], [-0.4, 0.3, -0.1], [0.0, -0.3, 0.2], [0.0, 0.3, 0.1], [0.3, 0.0, 0.1], [-0.3, -0.4, 0.0], [-0.1, -0.5, -0.6]],
  "mulliken_spin": [0.995, 0.805, 1.548, 0.063, 0.004, 0.024, 0.001, 0.000, -0.009, 0.002, 0.005, 0.002, 0.004, 0.002, -0.005, -0.004, 0.077, 0.013, 0.001, -0.005, 0.002, 0.002, 0.012, 0.001, 0.002, 0.001, -0.003, -0.003, 0.003, -0.018, 0.031, 0.027, 0.019, 0.042, 0.351, -0.004, -0.001, 0.004, 0.021, -0.001, -0.007, 0.006, -0.020, 0.012]
}



{
  "formula": "C11H14BNO2",
  "method": "wB97M-V/def2-TZVPD",
  "e_homo_ev": [-6.8, -8.0],
  "de_lowest_kj_mol": 483.4,
  "charge": 0,
  "symbols": ["B", "C", "C", "C", "C", "C", "C", "C", "C", "C", "C", "C", "N", "O", "O", "H", "H", "H", "H", "H", "H", "H", "H", "H", "H", "H", "H", "H", "H"],
  "coordinates": [[0.956, 2.231, 1.816], [-2.015, -3.225, -0.965], [-0.841, -2.516, -1.005], [-3.137, -2.626, -0.400], [-0.780, -1.184, -0.494], [-2.023, -0.665, 0.005], [1.266, 1.880, 0.394], [0.420, -0.520, -0.401], [2.295, 1.757, -0.618], [1.584, -0.588, -1.281], [2.742, 0.286, -0.791], [-2.133, 0.749, 0.463], [-3.123, -1.379, 0.048], [0.543, 1.263, 2.695], [0.962, 3.571, 2.150], [-2.069, -4.233, -1.347], [0.068, -2.971, -1.373], [-4.071, -3.158, -0.292], [1.923, 2.100, -1.594], [3.185, 2.342, -0.355], [1.930, -1.627, -1.336], [1.307, -0.282, -2.298], [3.567, 0.249, -1.506], [3.095, -0.092, 0.168], [-2.842, 1.286, -0.166], [-2.531, 0.758, 1.476], [-1.161, 1.233, 0.437], [0.264, 1.594, 3.548], [0.619, 3.767, 3.022]],
  "forces_ev_per_a": [[-0.3, 0.3, 0.4], [-0.1, 0.0, 0.1], [0.2, 0.4, 0.0], [0.3, -0.2, -0.2], [-1.1, -0.7, 0.0], [0.6, 0.3, -0.1], [-0.6, -2.0, -1.3], [1.3, 1.9, 0.8], [0.1, 0.0, 0.0], [0.2, 0.2, 0.1], [-0.1, 0.0, 0.0], [0.1, 0.0, 0.2], [-0.6, 0.0, 0.1], [0.0, -0.4, 0.0], [0.2, 0.2, -0.1], [0.0, -0.1, 0.0], [0.0, 0.0, -0.1], [-0.1, -0.1, -0.1], [0.1, 0.1, 0.0], [0.0, 0.0, -0.1], [0.0, -0.1, -0.1], [0.0, -0.1, -0.1], [0.0, 0.0, 0.0], [0.1, 0.0, 0.0], [0.0, 0.0, -0.1], [0.0, 0.1, 0.1], [-0.1, 0.1, 0.0], [0.0, 0.0, 0.2], [0.0, 0.1, 0.1]],
  "nbo_charge": [0.909, -0.271, -0.147, 0.048, -0.288, 0.301, -0.059, 0.246, -0.559, -0.569, -0.350, -0.666, -0.436, -0.871, -0.880, 0.219, 0.206, 0.191, 0.214, 0.225, 0.243, 0.216, 0.209, 0.209, 0.227, 0.229, 0.246, 0.480, 0.480]
}



- Number 3 is which compound?
  C11H14BNO2



- What is the charge in the third record?
  0